Entry 1:
This record from the OMol25 dataset describes C37H33CdCl3FGeN4O7S2Te as an isolated structure. The level of theory is the ωB97M-V functional and the def2-TZVPD basis.

The geometry in XYZ format:
```
90
Properties=species:S:1:pos:R:3:lowdin_charge:R:1
Cd -1.03 1.77 0.48 1.231
C 4.75 -3.04 -2.03 -0.082
C 4.52 -2.54 -0.61 -0.207
N 3.19 -1.91 -0.42 -0.058
C 3.13 -0.56 -0.15 -0.012
C 1.97 0.18 -0.07 -0.064
C 2.10 1.65 0.14 -0.506
O 3.14 2.03 0.79 -0.051
O 1.12 2.49 -0.17 -0.215
C 0.74 -0.56 -0.33 -0.336
O -0.40 0.01 -0.48 -0.239
C 0.83 -2.01 -0.38 -0.073
C -0.33 -2.76 -0.23 0.050
C -0.29 -4.12 -0.22 -0.226
F -1.48 -4.70 0.10 0.044
C 0.85 -4.88 -0.41 -0.180
C 2.05 -4.14 -0.36 0.027
C 2.07 -2.72 -0.44 -0.136
N 0.70 -6.29 -0.45 -0.110
C -0.21 -6.86 -1.43 -0.164
C -0.57 -8.29 -1.10 -0.167
N 0.68 -9.17 -0.68 -0.023
C 1.60 -8.45 0.29 -0.188
C 1.96 -7.05 -0.29 -0.154
H 5.82 -3.12 -2.09 0.054
H 4.34 -2.33 -2.81 0.108
H 4.45 -4.10 -2.22 0.072
H 5.27 -1.80 -0.37 0.102
H 4.58 -3.28 0.20 0.119
H 4.10 -0.05 0.10 0.140
H -1.27 -2.25 -0.16 0.109
H 2.95 -4.66 -0.06 0.081
H 0.35 -6.88 -2.37 0.117
H -1.07 -6.18 -1.42 0.132
H -1.05 -8.77 -1.95 0.072
H -1.33 -8.43 -0.29 0.113
H 1.16 -9.56 -1.53 0.014
H 0.25 -10.01 -0.29 -0.005
H 2.48 -9.14 0.49 0.096
H 1.13 -8.36 1.23 0.088
H 2.48 -7.21 -1.23 0.108
H 2.64 -6.54 0.42 0.116
Ge 1.53 4.27 0.88 1.092
C 0.04 5.56 1.04 -0.340
C 0.12 6.38 2.15 -0.115
C -0.88 7.31 2.52 -0.057
C -2.00 7.31 1.73 -0.102
C -2.09 6.54 0.57 -0.124
C -0.99 5.82 0.18 -0.283
C 2.73 5.48 -0.30 -0.263
C 2.35 6.79 -0.64 -0.114
C 3.16 7.52 -1.48 -0.110
C 4.40 7.02 -1.88 -0.109
C 4.77 5.72 -1.57 -0.096
C 3.98 4.99 -0.66 -0.117
H 2.41 4.05 2.14 0.039
H 0.99 6.36 2.78 0.095
H -0.76 7.94 3.38 0.094
H -2.85 7.89 1.95 0.082
H -3.05 6.53 0.02 0.092
H -0.96 5.47 -0.84 0.005
H 1.51 7.28 -0.12 0.100
H 2.87 8.53 -1.75 0.096
H 5.03 7.72 -2.44 0.096
H 5.72 5.28 -1.87 0.093
H 4.48 4.11 -0.16 0.112
Cl 0.24 1.01 5.51 0.619
C -0.14 2.53 4.74 -1.527
Cl 1.10 3.67 5.21 0.589
Cl -1.74 3.14 5.30 0.572
C -0.25 2.31 3.16 -0.703
O -0.66 1.17 2.75 -0.115
O 0.03 3.35 2.42 -0.248
Te -2.65 3.50 -0.98 0.470
O -4.07 -1.32 1.42 -0.269
S -4.48 -1.33 0.05 0.639
O -4.46 -2.56 -0.69 -0.271
N -3.42 -0.32 -0.85 -0.031
C -4.04 0.65 -1.40 -0.788
S -3.39 1.78 -2.64 0.315
C -5.51 0.65 -1.07 -0.203
C -6.58 1.43 -1.56 -0.045
C -7.89 1.16 -1.27 -0.060
C -8.19 0.10 -0.36 -0.075
C -7.18 -0.66 0.19 -0.053
C -5.88 -0.35 -0.15 -0.246
H -6.28 2.41 -2.05 0.122
H -8.65 1.90 -1.46 0.100
H -9.21 -0.05 0.03 0.109
H -7.54 -1.43 0.91 0.135
```

E_HOMO (alpha / beta) = -1.652 / -2.167 eV
E = -6964.8238 hartree
multiplicity = 1
charge = -1
HOMO-LUMO gap (alpha / beta) = 3.013 / 3.525 eV

Entry 2:
This record from the OMol25 dataset describes a 7-piece molecular cluster, C19H52O17S7 overall. The level of theory is the ωB97M-V functional and the def2-TZVPD basis.

The geometry in XYZ format:
```
95
Properties=species:S:1:pos:R:3:lowdin_charge:R:1
O 15.18 -19.23 15.93 -0.276
S 14.64 -18.92 17.23 0.512
O 15.47 -18.23 18.15 -0.258
O 13.35 -18.11 17.12 -0.274
C 12.41 -18.37 16.08 -0.237
C 12.69 -17.29 15.10 -0.033
C 14.19 -20.44 18.03 -0.103
H 11.44 -18.26 16.56 0.100
H 12.69 -19.33 15.68 0.114
H 11.87 -17.23 14.37 0.083
H 13.64 -17.18 14.65 0.055
H 12.71 -16.46 15.77 0.060
H 15.15 -20.96 18.09 0.070
H 13.45 -21.09 17.53 0.068
H 13.89 -20.19 19.07 0.071
O 9.34 -17.44 15.20 -0.303
S 8.60 -16.32 14.70 0.560
O 7.64 -16.46 13.66 -0.250
O 7.96 -15.78 16.03 -0.247
C 6.79 -14.98 16.03 -0.260
C 5.68 -15.98 16.08 -0.069
C 9.83 -15.16 14.22 -0.112
H 6.70 -14.29 15.19 0.130
H 6.86 -14.40 16.93 0.118
H 4.77 -15.40 16.26 0.083
H 5.81 -16.70 16.90 0.094
H 5.69 -16.48 15.14 0.065
H 10.38 -15.69 13.47 0.064
H 10.44 -14.89 15.07 0.060
H 9.43 -14.25 13.76 0.087
O 14.31 -17.85 21.47 -0.268
S 13.35 -17.00 22.09 0.523
O 13.59 -15.60 22.08 -0.273
O 11.95 -17.24 21.46 -0.239
C 11.69 -18.15 20.39 -0.272
C 11.55 -19.55 20.87 -0.075
C 13.16 -17.52 23.78 -0.126
H 12.48 -18.10 19.64 0.103
H 10.75 -17.91 19.92 0.102
H 10.65 -19.55 21.50 0.094
H 12.41 -19.78 21.48 0.069
H 11.43 -20.13 19.99 0.053
H 14.17 -17.61 24.18 0.070
H 12.68 -18.49 23.88 0.062
H 12.59 -16.79 24.41 0.087
O 13.51 -24.21 17.37 -0.292
S 13.50 -24.19 15.92 0.638
O 12.99 -23.04 15.20 -0.295
O 14.94 -24.66 15.28 -0.262
C 16.08 -24.06 15.89 -0.286
C 17.20 -24.64 15.08 -0.067
C 12.56 -25.59 15.33 -0.135
H 16.14 -24.27 16.95 0.114
H 16.04 -22.99 15.86 0.115
H 17.16 -24.38 14.01 0.091
H 17.24 -25.73 15.14 0.083
H 18.10 -24.19 15.49 0.083
H 12.75 -25.88 14.27 0.087
H 11.48 -25.36 15.34 0.076
H 12.57 -26.49 15.91 0.055
O 14.49 -13.92 14.47 -0.250
S 13.91 -13.26 15.55 0.501
O 12.52 -12.88 15.50 -0.277
O 14.07 -14.18 16.77 -0.253
C 13.50 -13.85 18.01 -0.255
C 12.40 -14.84 18.10 -0.065
C 15.00 -11.94 15.88 -0.112
H 13.14 -12.84 18.02 0.120
H 14.26 -14.13 18.75 0.143
H 12.75 -15.88 17.99 0.074
H 11.49 -14.71 17.49 0.088
H 12.07 -14.80 19.16 0.090
H 15.98 -12.45 15.92 0.090
H 14.73 -11.56 16.84 0.054
H 14.88 -11.24 15.05 0.088
C 15.49 -16.34 12.35 -0.289
S 15.96 -17.48 11.11 0.808
O 14.64 -18.13 10.75 -0.571
C 16.11 -16.36 9.68 -0.255
H 15.10 -17.05 13.07 0.028
H 14.70 -15.75 11.91 0.062
H 16.33 -15.85 12.81 0.058
H 15.20 -15.78 9.64 0.047
H 16.23 -17.18 8.92 0.057
H 16.97 -15.72 9.85 0.045
C 8.09 -21.21 17.82 -0.279
S 8.83 -19.69 17.33 0.836
O 9.92 -19.37 18.28 -0.536
C 9.74 -20.32 15.92 -0.262
H 7.33 -21.52 17.12 0.049
H 7.62 -21.06 18.79 0.049
H 8.83 -22.03 17.91 0.071
H 10.14 -19.46 15.34 0.025
H 9.09 -20.77 15.16 0.070
H 10.55 -20.97 16.23 0.062
```

E_HOMO = -8.509 eV
E = -4821.3195 hartree
multiplicity = 1
HOMO-LUMO gap = 8.854 eV

Entry 3:
This record from the OMol25 dataset describes C6H13O3Rb as an isolated structure. The level of theory is the ωB97M-V functional and the def2-TZVPD basis.

The geometry in XYZ format:
```
23
Properties=species:S:1:pos:R:3:lowdin_charge:R:1
H 0.61 -0.11 4.04 0.091
C 1.41 -0.25 3.30 -0.123
H 0.02 -2.35 2.56 0.121
H 2.10 -1.05 3.61 0.092
H 1.97 0.70 3.23 0.078
C 0.66 -1.91 1.77 -0.244
H 1.63 -2.45 1.80 0.122
O 0.87 -0.53 2.03 -0.303
C 0.01 -2.02 0.40 -0.442
H -0.11 -3.11 0.18 0.101
H -1.01 -1.60 0.50 0.100
O 0.71 -1.34 -0.58 -0.565
C -0.82 -0.39 -2.83 0.041
H -1.33 -0.94 -2.03 0.071
O -1.24 1.56 -1.56 -0.199
C -0.87 0.98 -2.76 -0.245
C -1.25 2.97 -1.47 -0.120
H -0.41 3.63 -1.72 0.076
H -1.35 3.19 -0.40 0.099
H -0.96 1.61 -3.65 0.112
H -1.91 3.34 -2.27 0.093
Rb 1.80 0.89 -0.36 0.981
H -0.53 -0.83 -3.78 0.062
```

E_HOMO = -6.541 eV
E = -486.0839 hartree
multiplicity = 1
HOMO-LUMO gap = 6.140 eV

Entry 4:
This record from the OMol25 dataset describes one molecule with the formula C4H7NO. The level of theory is the ωB97M-V functional and the def2-TZVPD basis.

The geometry in XYZ format:
```
13
Properties=species:S:1:pos:R:3:nbo_charge:R:1
O -1.69 0.69 0.93 -0.735
C -1.29 1.07 -0.38 -0.119
C 0.15 0.66 -0.21 -0.018
C 0.72 -0.54 -0.72 -0.147
C 1.44 -1.13 0.44 -0.248
N 0.01 -1.01 0.45 -0.420
H -1.13 -0.15 1.03 0.489
H -1.48 2.15 -0.56 0.202
H -1.80 0.52 -1.18 0.168
H 0.70 1.33 0.45 0.216
H 0.54 -0.98 -1.68 0.212
H 1.98 -0.50 1.15 0.191
H 1.85 -2.12 0.28 0.208
```

E_HOMO = -9.341 eV
E = -286.4604 hartree
multiplicity = 1
SMILES string = OC[C@@H]1[C@H]2CN12
HOMO-LUMO gap = 10.293 eV

Ordered F_max results: 4.112 3.443 2.726 1.929; unit eV/A.
Ordered ΔE to the lowest compared entry with this formula, charge and spin results: 3.0405 1.8065 0.0000 4.6609; unit eV.